Record 1
Formula: C6H14
Source: the Open Molecules 2025 dataset
Level of theory: ωB97M-V/def2-TZVPD

XYZ file:
```
20
Properties=species:S:1:pos:R:3:lowdin_charge:R:1
C -1.6593 1.1046 -0.2197 0.02
C -0.6645 0.2213 -0.2909 -0.38
C -0.9162 -1.2139 -0.6808 -0.07
C 0.7686 0.6371 -0.0052 -0.41
C 1.4185 -0.2132 1.0924 -0.08
C 1.6170 0.6149 -1.2828 -0.07
H -1.4813 2.1429 0.0543 0.06
H -2.6888 0.8269 -0.4382 0.06
H -0.3930 -1.4731 -1.6100 0.08
H -1.9838 -1.3977 -0.8318 0.08
H -0.5622 -1.9080 0.0909 0.07
H 0.7339 1.6748 0.3532 0.13
H 1.5488 -1.2532 0.7704 0.07
H 0.8155 -0.2144 2.0078 0.08
H 2.4115 0.1786 1.3404 0.08
H 1.1546 1.2196 -2.0704 0.08
H 2.6193 1.0128 -1.0878 0.08
H 1.7361 -0.4064 -1.6649 0.07
H -2.4502 -0.9954 2.4497 0.04
H -2.0244 -0.5582 2.0233 0.01
```

Results
Structure (SMILES): C=C(C)C(C)C.[H][H]
Total charge: 0
LUMO level in Eh: 0.0422
Frontier orbital gap in eV: 10.47

***

Record 2
Formula: C6H14
Source: the Open Molecules 2025 dataset
Level of theory: ωB97M-V/def2-TZVPD

XYZ file:
```
20
Properties=species:S:1:pos:R:3:lowdin_charge:R:1
C 1.4572 -1.5898 0.6464 -0.18
C 0.8277 -0.3161 1.2178 -0.27
C 0.7221 0.7786 0.0562 -0.09
C -0.1184 0.9523 -1.1514 -0.24
C -1.6448 1.2684 -0.7100 -0.20
C -2.0860 -0.1673 -0.1295 -0.10
H 0.9066 -2.1217 -0.1493 0.08
H 2.4168 -1.3071 0.0625 -0.11
H 1.8328 -2.2559 1.5029 0.10
H -0.0340 -0.4142 1.9018 0.11
H 1.6259 0.1793 1.9765 0.14
H 1.2206 1.7250 0.2359 0.06
H 3.1561 -0.9212 -0.2467 0.16
H -0.1699 0.1088 -1.8926 0.12
H 0.2594 1.9237 -1.5911 0.11
H -1.6197 1.9827 -0.0200 0.04
H -2.3003 1.5443 -1.5303 0.09
H -2.9950 -0.0982 0.5096 0.07
H -1.0659 -0.2786 0.2448 -0.01
H -2.3913 -0.9929 -0.9334 0.11
```

Results
Total charge: 0
LUMO level in Eh: -0.0454
Frontier orbital gap in eV: 5.14

***

Record 3
Formula: C6H14AlBeCl5FKMgNNaO5P
Source: the Open Molecules 2025 dataset
Level of theory: ωB97M-V/def2-TZVPD

XYZ file:
```
38
Properties=species:S:1:pos:R:3:lowdin_charge:R:1
C 3.3224 0.1258 0.6979 -0.16
C 1.8210 -0.1936 1.2310 -0.60
N 1.7339 -1.6723 1.4036 -0.02
C 0.6737 0.1871 0.1387 -0.26
C -0.5551 0.4389 0.9660 -0.44
C -1.8477 -0.3536 0.5163 -0.51
Cl -3.2666 0.6916 1.0090 0.61
H 4.0114 -0.6010 1.2091 0.12
H 3.4859 -0.0406 -0.4374 -0.03
H 3.6386 1.1702 1.0653 0.08
H 0.7222 -1.9175 1.5404 -0.15
H 1.9603 -2.0695 0.4806 0.06
H 0.9220 1.0860 -0.5207 0.01
H 0.5003 -0.7349 -0.4856 0.13
H -0.2110 0.1455 2.0531 -0.02
H -0.8095 1.5355 0.9850 -0.09
H -1.8465 -1.3245 1.0832 0.05
H -1.8597 -0.5439 -0.5890 0.10
K 2.7323 1.0239 -1.4335 0.91
Be 1.5767 3.7309 0.1598 0.65
F 2.6072 2.0812 1.8017 -0.69
O -0.3794 1.6235 -3.6637 -0.06
H -0.7547 0.9816 -3.0537 0.00
H -1.0010 1.6262 -4.4094 0.03
Cl 1.2025 0.8261 2.6928 0.82
Na 1.2184 -0.9194 4.3984 0.63
O -2.1235 2.4723 -6.3005 -0.17
P -2.2067 3.9920 -6.4741 -0.07
O -0.9382 4.6360 -5.9288 -0.11
O -3.4063 4.5213 -5.7225 -0.06
O -2.3532 4.3343 -7.9510 0.00
Mg -1.2051 3.4455 0.5531 0.97
Al 0.0137 -3.6913 1.0297 1.10
C -1.4153 -5.3981 4.3366 -1.52
Cl -2.9278 -6.0778 4.9022 0.65
Cl -1.6869 -3.7681 3.6460 0.44
Cl -0.2319 -5.3188 5.6411 0.59
H -1.0213 -6.0387 3.5541 0.02
```

Results
Total charge: +3
LUMO level in Eh: -0.4441
Frontier orbital gap in eV: 2.03

***

Record 4
Formula: C6H14BN3O10
Source: the Open Molecules 2025 dataset
Level of theory: ωB97M-V/def2-TZVPD

XYZ file:
```
34
Properties=species:S:1:pos:R:3:lowdin_charge:R:1
N 1.1513 -0.4102 1.2316 0.11
C 0.7307 0.4289 0.1511 -0.49
O 1.1124 0.2171 -0.9767 0.09
C -0.2585 1.5523 0.4328 -0.07
C -1.6504 1.0689 0.0104 -0.14
O -2.6083 1.7934 0.7938 0.06
C -3.8606 1.3569 0.7011 -0.57
O -4.2832 0.5886 -0.1489 0.13
O -4.6269 1.8888 1.6344 0.24
B -5.9657 1.3807 1.4828 -0.71
O -6.8772 2.1656 0.8254 0.21
O -6.2966 0.2351 2.1563 0.21
H 0.3597 -0.5918 1.8456 0.09
H 1.8306 0.0785 1.8109 0.11
H 0.0407 2.4071 -0.1727 0.13
H -0.2727 1.8250 1.4870 0.12
H -1.7765 0.0006 0.2028 0.14
H -1.8107 1.2515 -1.0502 0.14
H -7.0883 1.8076 -0.0444 0.12
H -6.0135 -0.5857 1.7427 0.12
C 2.4154 -3.2882 -0.3601 0.05
N 1.9579 -4.2270 0.7031 -0.45
O 1.3640 -3.7628 1.6542 0.05
O 2.2096 -5.4038 0.5462 0.06
H 2.1170 -2.2844 -0.0775 0.05
H 3.4946 -3.3862 -0.4318 0.10
H 1.9460 -3.6072 -1.2859 0.10
C 4.5432 1.3728 -2.6949 0.04
N 4.8178 0.7029 -1.3944 -0.45
O 4.4743 1.2708 -0.3794 0.06
O 5.3650 -0.3779 -1.4407 0.06
H 4.0507 2.3157 -2.4927 0.09
H 5.4980 1.5125 -3.1925 0.10
H 3.9099 0.7040 -3.2695 0.10
```

Results
Structure (SMILES): NC(=O)CCOC(=O)OB(O)O.C[N+](=O)[O-].C[N+](=O)[O-]
Total charge: 0
LUMO level in Eh: 0.0065
Frontier orbital gap in eV: 10.76

***

Record 5
Formula: C6H14BrHfO3
Source: the Open Molecules 2025 dataset
Level of theory: ωB97M-V/def2-TZVPD

XYZ file:
```
25
Properties=species:S:1:pos:R:3:lowdin_charge:R:1
Hf 15.0161 5.2449 -24.0183 1.49
Br 16.3046 2.0375 -22.3347 -0.20
C 7.2207 -0.2378 -18.3480 -0.04
O 8.5469 -0.6606 -18.2330 0.00
C 8.9430 -1.0223 -16.9057 -0.12
C 10.3787 -1.1012 -16.5655 -0.09
O 11.1794 0.0532 -16.9046 0.02
C 11.2339 1.0201 -15.8608 -0.07
C 12.1013 2.2363 -16.3074 -0.08
O 13.4413 1.7872 -16.2745 -0.02
C 14.3865 2.4464 -17.0705 -0.01
H 6.9595 0.7431 -17.9508 0.13
H 6.4353 -0.9556 -18.1112 0.14
H 6.9655 -0.1399 -19.4032 0.12
H 8.4561 -1.9685 -16.6694 0.18
H 8.4539 -0.3320 -16.2184 0.17
H 10.7989 -1.9571 -17.0937 0.18
H 10.5188 -1.3891 -15.5236 0.16
H 11.9062 0.4714 -15.2012 0.17
H 10.2614 1.2838 -15.4451 0.16
H 11.9521 2.9718 -15.5169 0.18
H 11.8144 2.6986 -17.2520 0.15
H 14.4006 2.3457 -18.1558 0.13
H 15.3840 2.2386 -16.6833 0.12
H 14.2578 3.4966 -16.8084 0.13
```

Results
Total charge: +3
LUMO level in Eh: -0.5792
Frontier orbital gap in eV: 1.86

***

Record 6
Formula: C6H14BrP
Source: the Open Molecules 2025 dataset
Level of theory: ωB97M-V/def2-TZVPD

XYZ file:
```
22
Properties=species:S:1:pos:R:3:lowdin_charge:R:1
C -1.4248 0.3552 2.1998 -0.09
C -1.3681 0.0527 0.6603 -0.33
C -0.1964 -0.7834 0.3068 -0.65
C -0.4247 -2.3203 0.5657 -0.13
P 0.1409 -0.3379 -1.4567 0.62
Br 1.7332 -1.8547 -1.7838 0.28
C 1.2020 1.1862 -0.9678 -0.46
C 1.6131 1.8258 -2.2919 -0.21
H -1.7787 -0.5838 2.7828 0.10
H -0.4729 0.5379 2.5829 0.04
H -2.1257 1.2059 2.3978 0.08
H -1.3695 0.9929 0.0802 0.08
H -2.3305 -0.3809 0.4756 0.10
H 0.6725 -0.4961 0.7952 0.06
H -0.9829 -2.9109 -0.1268 0.06
H 0.5712 -2.7357 0.8796 0.08
H -1.0791 -2.4124 1.3879 0.04
H 0.3767 1.6431 -0.3314 0.08
H 2.1328 0.9404 -0.4280 0.08
H 2.0858 1.2455 -3.0734 0.06
H 0.7627 2.2170 -2.8047 0.05
H 2.2624 2.6135 -1.8501 0.08
```

Results
Structure (SMILES): CC[C@@H](C)P(Br)CC
Total charge: 0
LUMO level in Eh: 0.0306
Frontier orbital gap in eV: 9.80

***

no.,highest occupied orbital energy (eV),E (eV)
1,-9.323,-6447.886
2,-6.378,-6440.496
3,-14.112,-125936.890
4,-10.581,-32068.755
5,-17.618,-83895.676
6,-8.972,-85779.871